# 1
Entry from the Open Molecules 2025 dataset: the ion C24H25N2O4 with charge +1 (the ωB97M-V functional and the def2-TZVPD basis).

Geometry as XYZ:
```
55
Properties=species:S:1:pos:R:3
C 5.0573 4.2244 -3.5431
O 5.0915 4.1178 -2.1393
C 4.6891 2.9610 -1.5591
C 4.1873 1.8550 -2.2398
C 3.8055 0.7267 -1.5369
C 3.9187 0.6739 -0.1528
N 3.5075 -0.5008 0.4964
C 3.5497 -0.7980 1.8150
O 4.0102 -0.1121 2.6951
C 2.9446 -2.1831 2.1210
O 1.9883 -2.6344 1.1793
C 0.7739 -2.0763 1.0392
C -0.0719 -2.7421 0.1440
C -1.3418 -2.2990 -0.1231
C -1.8346 -1.1414 0.5005
C -3.1467 -0.6213 0.2947
C -4.0982 -1.1338 -0.5362
C -5.4123 -0.6124 -0.6984
C -5.9508 0.3745 0.1526
C -7.2276 0.8444 -0.0062
C -8.0184 0.3248 -1.0391
C -7.4773 -0.6296 -1.8537
N -6.2188 -1.0840 -1.6999
C -5.7316 -2.0806 -2.6295
C -0.9806 -0.4614 1.3897
C 0.2978 -0.8985 1.6738
O 1.1451 -0.2707 2.5201
C 0.8076 0.9853 3.0653
C 4.4182 1.7801 0.5317
C 4.7948 2.9051 -0.1662
H 4.0356 4.1416 -3.9279
H 5.4478 5.2143 -3.7719
H 5.6893 3.4681 -4.0185
H 4.0917 1.8570 -3.3138
H 3.4195 -0.1268 -2.0777
H 3.1624 -1.2241 -0.1224
H 3.7465 -2.9270 2.0780
H 2.5395 -2.1611 3.1353
H 0.3151 -3.6314 -0.3279
H -1.9517 -2.8573 -0.8135
H -3.3660 0.2760 0.8571
H -3.8356 -2.0036 -1.1135
H -5.3403 0.7490 0.9561
H -7.6234 1.5967 0.6567
H -9.0290 0.6614 -1.1945
H -8.0485 -1.0581 -2.6631
H -6.4781 -2.2609 -3.3993
H -4.8154 -1.7360 -3.1106
H -5.5353 -3.0232 -2.1155
H -1.3468 0.4332 1.8682
H 0.5815 1.7123 2.2803
H 1.6993 1.2990 3.6052
H -0.0340 0.9064 3.7591
H 4.5167 1.7453 1.6034
H 5.1873 3.7663 0.3497
```

## Properties
* gap between HOMO and LUMO: 5.34 eV
* LUMO level: -4.239 eV
* 2S+1: 1
* largest force on an atom: 0.95 eV/Å
* charge: +1

# 2
Entry from the Open Molecules 2025 dataset: a structure of composition C24H25N6P2ReS2 at a distorted geometry (the ωB97M-V functional and the def2-TZVPD basis).

Geometry as XYZ:
```
60
Properties=species:S:1:pos:R:3
Re 0.9155 -0.1350 -0.0613
C 0.4453 -4.9329 2.7307
N 0.7275 -4.0107 1.6609
C 1.1007 -4.3539 0.4039
C 1.2635 -3.1949 -0.3023
N 0.9923 -2.1449 0.5216
C 0.6653 -2.6675 1.7245
P -0.0307 -1.7013 3.1391
C -1.2520 -0.8419 2.0462
N -0.9446 -0.2773 0.8602
C -2.0932 0.2500 0.3645
C -3.1003 0.0053 1.2581
N -2.5595 -0.6727 2.2977
C -3.2687 -1.1310 3.4613
C 1.1472 -0.2801 3.0388
N 1.4825 0.3608 1.8969
C 2.1873 1.4683 2.2608
C 2.2802 1.4940 3.6247
N 1.6274 0.4029 4.0938
C 1.4900 0.0650 5.4872
H 0.7638 -5.9345 2.4452
H -0.6246 -4.9618 2.9511
H 0.9830 -4.6518 3.6366
H 1.2155 -5.3705 0.0838
H 1.5276 -3.0632 -1.3351
H -2.1320 0.7622 -0.5796
H -4.1393 0.2633 1.2150
H -4.3177 -0.8605 3.3738
H -2.8668 -0.6711 4.3634
H -3.1907 -2.2135 3.5514
H 2.5603 2.1883 1.5534
H 2.7537 2.2119 4.2650
H 2.1963 0.6547 6.0690
H 1.7048 -0.9885 5.6595
H 0.4821 0.2823 5.8482
S 3.1477 0.3277 -4.9224
P 3.5063 0.7027 -2.9795
S 1.6851 0.7411 -1.9973
C 4.6347 -0.5595 -2.2746
C 5.8435 -0.7224 -2.9463
C 6.7782 -1.6088 -2.4416
C 6.4982 -2.3327 -1.2923
C 5.2784 -2.1863 -0.6477
C 4.3397 -1.2925 -1.1362
C 4.3366 2.3089 -2.7306
C 4.8565 2.5984 -1.4720
C 5.6041 3.7494 -1.2941
C 5.8259 4.5967 -2.3724
C 5.2763 4.3158 -3.6117
C 4.5252 3.1698 -3.8084
H 6.0467 -0.1695 -3.8523
H 7.7213 -1.7456 -2.9497
H 7.2338 -3.0199 -0.8984
H 5.0562 -2.7736 0.2321
H 3.3821 -1.1682 -0.6209
H 4.6726 1.9304 -0.6393
H 6.0179 3.9868 -0.3266
H 6.4295 5.4820 -2.2414
H 5.4291 5.0067 -4.4277
H 4.0816 2.9557 -4.7712
```

## Properties
* gap between HOMO and LUMO (alpha / beta): 3.98 / 3.99 eV
* LUMO level (alpha / beta): -12.319 / -12.206 eV
* 2S+1: 2
* ⟨S²⟩: 0.76
* largest force on an atom: 4.28 eV/Å
* charge: +3

# 3
Entry from the Open Molecules 2025 dataset: a cluster of 2 separate species, C24H25NO4S in total at a distorted geometry (the ωB97M-V functional and the def2-TZVPD basis).

Geometry as XYZ:
```
55
Properties=species:S:1:pos:R:3
C 1.3744 -1.5809 -1.2527
C 0.3397 -1.5211 -0.2155
C -1.0371 -1.7034 -0.4153
C -1.8287 -2.4700 0.5228
C -1.1785 -3.3348 1.5575
C -3.2104 -2.4202 0.4517
C -3.8706 -1.7048 -0.5564
C -5.3639 -1.5989 -0.5540
C -3.1054 -1.0876 -1.5517
C -1.7179 -1.1023 -1.5324
C -0.9865 -0.4094 -2.6349
H 2.3035 -1.9937 -0.8365
H 1.0777 -2.2033 -2.1091
H 1.6219 -0.5719 -1.6174
H 0.6825 -1.4747 0.8180
H -1.9567 -3.7686 2.1949
H -0.6229 -4.1748 1.1186
H -0.4907 -2.7696 2.1933
H -3.7940 -2.9415 1.2152
H -5.7057 -0.9561 -1.3726
H -5.8290 -2.5870 -0.6720
H -5.7438 -1.1756 0.3876
H -3.6073 -0.5461 -2.3580
H -1.7177 0.0183 -3.3301
H -0.3769 0.4251 -2.2657
H -0.3418 -1.0785 -3.2181
C -3.1988 3.5229 0.1055
C -2.0862 4.2953 0.4523
C -0.9251 3.6842 0.9314
C -0.8995 2.2971 1.1018
S 0.5864 1.4817 1.7254
C 1.4896 1.1220 0.3076
C 2.8835 0.8737 0.3348
C 3.6411 0.8386 -0.8963
C 4.9940 0.5734 -0.9110
C 5.6731 0.3027 0.2951
N 6.9979 -0.2099 0.2660
O 7.5521 -0.5264 1.3437
O 7.5574 -0.3470 -0.8468
C 4.9738 0.3593 1.5192
C 3.6194 0.6088 1.5427
O 1.2265 2.4691 2.5667
O 0.0982 0.2537 2.3342
C -2.0199 1.5286 0.7880
C -3.1572 2.1328 0.2539
H -4.0971 3.9973 -0.2890
H -2.1129 5.3798 0.3481
H -0.0409 4.2684 1.1764
H 1.0134 1.4887 -0.6010
H 3.1218 1.0452 -1.8350
H 5.5627 0.5382 -1.8351
H 5.5222 0.1696 2.4380
H 3.1034 0.6207 2.5018
H -1.9883 0.4520 0.9515
H -4.0045 1.5111 -0.0372
```

## Properties
* gap between HOMO and LUMO: 4.64 eV
* LUMO level: -2.396 eV
* 2S+1: 1
* largest force on an atom: 2.52 eV/Å
* charge: 0

# 4
Entry from the Open Molecules 2025 dataset: an isolated molecule of C24H25NO5S (the ωB97M-V functional and the def2-TZVPD basis).

Geometry as XYZ:
```
56
Properties=species:S:1:pos:R:3
C 1.2409 -3.5686 -1.8351
C 0.1509 -4.5334 -2.2606
S -1.1170 -4.8325 -0.9756
C -1.6251 -3.1519 -0.5223
C -2.3964 -2.4371 -1.6274
O -2.5490 -1.0668 -1.2799
C -1.4684 -0.2884 -1.5258
O -0.5376 -0.6865 -2.1987
C -1.4715 1.0080 -0.8598
C -2.4891 1.5026 -0.1203
C -3.8511 0.9047 0.0025
N -2.3112 2.6595 0.5978
C -1.1354 3.3544 0.6359
C -0.0750 2.9640 -0.1036
C 1.1453 3.7505 -0.1803
O 2.0857 3.4385 -0.8898
C 1.1707 5.0280 0.6414
C 0.3141 4.9150 1.8935
C -1.1188 4.5810 1.4951
C -0.1051 1.6745 -0.8943
C 0.9114 0.7028 -0.3286
C 2.0723 0.4587 -0.9651
O 2.9962 -0.4286 -0.5848
C 2.7152 -1.2281 0.4697
C 3.6260 -2.2409 0.7799
C 3.3649 -3.0963 1.8263
C 2.2017 -2.9574 2.5812
C 1.3103 -1.9525 2.2880
C 1.5512 -1.0706 1.2299
C 0.5921 -0.0014 0.9089
O -0.3787 0.2454 1.6153
H 2.0719 -3.6319 -2.5348
H 1.6067 -3.8160 -0.8398
H 0.8778 -2.5430 -1.8427
H -0.3534 -4.1903 -3.1638
H 0.5550 -5.5293 -2.4416
H -2.2441 -3.2648 0.3671
H -0.7331 -2.5842 -0.2573
H -1.8599 -2.5094 -2.5791
H -3.4028 -2.8444 -1.7351
H -3.8119 0.0474 0.6725
H -4.2089 0.5503 -0.9592
H -4.5564 1.6316 0.4020
H -3.0586 2.9528 1.2096
H 2.2083 5.2599 0.8853
H 0.7939 5.8333 0.0028
H 0.3417 5.8484 2.4586
H 0.7044 4.1184 2.5301
H -1.7353 4.4189 2.3828
H -1.5506 5.4182 0.9354
H 0.1853 1.8776 -1.9328
H 2.3621 0.9865 -1.8621
H 4.5164 -2.3366 0.1789
H 4.0651 -3.8843 2.0595
H 2.0044 -3.6393 3.3941
H 0.4024 -1.8159 2.8563
```

## Properties
* gap between HOMO and LUMO: 8.17 eV
* LUMO level: 0.237 eV
* 2S+1: 1
* largest force on an atom: 0.88 eV/Å
* charge: 0

# 5
Entry from the Open Molecules 2025 dataset: a cluster of 2 separate species, C24H25O in total at a distorted geometry (the ωB97M-V functional and the def2-TZVPD basis).

Geometry as XYZ:
```
50
Properties=species:S:1:pos:R:3
C -1.8070 -0.8397 -3.8268
C -0.4742 -0.3288 -3.3876
C 0.6821 -0.8725 -3.8111
C 1.9758 -0.1176 -3.7407
C 0.7031 -2.2424 -4.4384
H -2.5897 -0.1221 -3.5645
H -1.8513 -1.0127 -4.9152
H -2.0566 -1.7970 -3.3470
H -0.4662 0.5896 -2.7974
H 2.8216 -0.8145 -3.7152
H 2.1066 0.5172 -4.6313
H 2.0214 0.5401 -2.8618
H 1.7343 -2.5789 -4.5945
H 0.1939 -2.9889 -3.8078
H 0.2024 -2.2459 -5.4185
C 3.9786 3.3055 3.9288
C 2.7667 2.9028 4.4974
C 2.3362 1.5797 4.3836
C 3.1305 0.6801 3.6692
O 2.6299 -0.5966 3.3631
C 1.5966 -0.6530 2.4274
C 1.9212 -0.6918 1.0634
C 0.9099 -0.6511 0.1280
C -0.4635 -0.5692 0.5048
C -1.4559 -0.5684 -0.5108
C -2.8380 -0.3072 -0.2829
C -3.8366 -0.9827 -1.0473
C -5.1845 -0.7994 -0.7738
C -5.5911 0.0335 0.2787
C -4.6300 0.7183 1.0373
C -3.2789 0.5849 0.7446
C -0.7475 -0.5983 1.9074
C 0.2625 -0.6425 2.8499
C 4.3723 1.0477 3.1415
C 4.7775 2.3782 3.2534
H 4.2956 4.3473 4.0080
H 2.1335 3.6143 5.0282
H 1.3843 1.2395 4.7939
H 2.9688 -0.7250 0.7646
H 1.1557 -0.6871 -0.9347
H -1.1649 -1.0094 -1.4562
H -3.5159 -1.7036 -1.8031
H -5.9304 -1.3156 -1.3794
H -6.6505 0.1524 0.5049
H -4.9392 1.3589 1.8653
H -2.5329 1.1287 1.3289
H -1.7812 -0.6089 2.2528
H 0.0380 -0.6437 3.9161
H 4.9655 0.3080 2.6026
H 5.7216 2.6877 2.8022
```

## Properties
* gap between HOMO and LUMO: 5.91 eV
* LUMO level: -5.650 eV
* 2S+1: 1
* largest force on an atom: 1.79 eV/Å
* charge: +1

# 6
Entry from the Open Molecules 2025 dataset: a cluster of 2 separate species, C24H25O8S2 in total at a distorted geometry (the ωB97M-V functional and the def2-TZVPD basis).

Geometry as XYZ:
```
59
Properties=species:S:1:pos:R:3
C 2.7774 -2.0334 3.2719
C 2.0137 -0.7384 3.2184
O 0.6840 -1.0624 2.7640
C -0.1759 0.0007 2.7279
C -1.4203 -0.4623 2.0529
C -2.5265 0.4914 2.1303
O -2.4145 1.6918 1.9060
C -3.9385 -0.0418 2.4970
C -3.9537 -1.4145 3.1407
C -3.1347 -2.3961 2.3034
C -1.6768 -1.9332 2.0832
O 0.1144 1.1025 3.1452
H 3.7353 -1.8651 3.7665
H 2.2241 -2.7947 3.8313
H 2.9686 -2.4006 2.2577
H 1.9445 -0.2556 4.2024
H 2.4662 -0.0441 2.4951
H -4.4280 0.6942 3.1476
H -4.5153 -0.0648 1.5597
H -3.5510 -1.3524 4.1594
H -4.9873 -1.7725 3.2296
H -3.1259 -3.3817 2.7879
H -3.6112 -2.5289 1.3231
H -1.3106 -2.3603 1.1337
H -1.0582 -2.4003 2.8678
C -0.9202 6.1927 -1.7224
O 0.1600 5.5086 -1.0490
C -0.0281 4.2246 -0.6505
C -1.1751 3.4597 -0.9700
C -1.1590 2.0950 -0.7460
C -0.0760 1.4540 -0.1250
C 0.0496 -0.0035 -0.1326
C 0.6050 -0.6055 -1.2258
S 1.5720 -2.0777 -1.0212
O 2.7784 -1.7512 -0.2915
O 0.7133 -3.1587 -0.5929
C 1.9894 -2.2751 -2.7616
C 1.5264 -1.2889 -3.6185
C 1.7990 -1.3362 -4.9847
C 2.5519 -2.3994 -5.4876
C 3.0401 -3.3877 -4.6224
C 2.7625 -3.3285 -3.2544
S 0.6713 0.1022 -2.8575
O -0.6601 0.1983 -3.4064
O 1.5822 1.2218 -2.8907
C 0.9848 2.2668 0.3396
C 1.0327 3.6140 0.0638
H -0.5306 7.1981 -1.8816
H -1.1564 5.7196 -2.6863
H -1.8200 6.2286 -1.0918
H -2.0443 3.9185 -1.4476
H -2.0053 1.4830 -1.0556
H 0.0096 -0.6703 0.7112
H 1.4170 -0.5463 -5.6290
H 2.7594 -2.4488 -6.5567
H 3.6412 -4.2090 -5.0134
H 3.1366 -4.0776 -2.5599
H 1.8015 1.7791 0.8716
H 1.8913 4.2222 0.3434
```

## Properties
* gap between HOMO and LUMO: 5.67 eV
* LUMO level: 2.310 eV
* 2S+1: 1
* largest force on an atom: 3.20 eV/Å
* charge: -1

# 7
Entry from the Open Molecules 2025 dataset: a structure of composition C24H26BF5N10O4S3Ti (the ωB97M-V functional and the def2-TZVPD basis).

Geometry as XYZ:
```
74
Properties=species:S:1:pos:R:3
Ti 0.7183 0.2858 0.1854
C 2.1373 -1.8069 3.1321
C 1.1052 -2.2980 2.1693
C 0.5197 -3.5545 2.2845
C -0.3315 -3.6768 1.2101
N -0.2629 -2.5542 0.4940
N 0.6063 -1.6764 1.0671
B -1.0308 -2.2645 -0.8142
N -2.0018 -1.1147 -0.5040
C -3.3280 -1.0044 -0.6011
C -3.6967 0.2208 -0.0903
C -2.5186 0.8326 0.3182
C -2.4507 2.1761 0.9651
N -1.4726 0.0099 0.0609
N -0.0109 -1.7628 -1.8610
C 0.0645 -2.0892 -3.1515
C 1.1233 -1.4121 -3.7163
C 1.6663 -0.6401 -2.6981
C 2.8324 0.2712 -2.8489
N 0.9591 -0.8516 -1.5609
N -1.6777 -3.5361 -1.2991
C -1.0296 -4.6341 -1.7794
C -1.9125 -5.6761 -1.7792
C -3.1124 -5.1353 -1.2577
C -4.4129 -5.8285 -1.0194
N -2.9573 -3.8578 -0.9641
H 2.2565 -2.5644 3.9040
H 1.8493 -0.8739 3.6125
H 3.0947 -1.6463 2.6441
H 0.7151 -4.2800 3.0541
H -0.9747 -4.4848 0.9027
H -3.9003 -1.8234 -0.9981
H -4.6894 0.6283 -0.0125
H -3.2878 2.7779 0.6134
H -1.5291 2.7065 0.7466
H -2.5557 2.0858 2.0489
H -0.6337 -2.7869 -3.5809
H 1.4723 -1.4716 -4.7320
H 3.2924 0.0850 -3.8172
H 3.5745 0.1170 -2.0694
H 2.5152 1.3133 -2.8126
H 0.0088 -4.6009 -2.0672
H -1.7312 -6.6834 -2.1131
H -4.5870 -6.5967 -1.7710
H -5.2343 -5.1155 -1.0490
H -4.4207 -6.3124 -0.0417
O 3.4691 2.3770 1.4312
S 3.2168 1.1912 0.6735
O 4.3158 0.4752 0.1236
O 2.1446 1.4929 -0.4098
O 2.2589 0.2332 1.4320
F 2.3319 5.3807 5.0910
C 1.7394 4.3464 4.5406
C 1.3937 4.3878 3.1928
F 1.6572 5.4669 2.4725
C 0.7847 3.2974 2.6268
F 0.4297 3.3567 1.3466
C 0.4974 2.1344 3.3632
S -0.2090 0.7574 2.6646
C 0.8343 2.1418 4.7336
F 0.5794 1.0782 5.4759
C 1.4557 3.2223 5.3144
F 1.7877 3.2055 6.5950
C 0.4409 5.1757 -3.6752
N -0.0544 3.9373 -3.0986
C 0.4522 3.3585 -2.0110
N 1.4614 3.9458 -1.3923
S -0.3590 1.9159 -1.4963
H -0.1555 5.4104 -4.5509
H 1.4823 5.0756 -3.9874
H 0.3483 6.0032 -2.9688
H -0.8343 3.4702 -3.5306
H 1.8721 4.7947 -1.7430
H 1.8982 3.4719 -0.6161
```

## Properties
* gap between HOMO and LUMO (alpha / beta): 7.44 / 5.81 eV
* LUMO level (alpha / beta): -4.178 / -5.805 eV
* 2S+1: 2
* ⟨S²⟩: 0.77
* largest force on an atom: 0.52 eV/Å
* charge: +1

# 8
Entry from the Open Molecules 2025 dataset: a structure of composition C24H26CdN4S2Si at a distorted geometry (the ωB97M-V functional and the def2-TZVPD basis).

Geometry as XYZ:
```
58
Properties=species:S:1:pos:R:3
C 0.6433 -2.4133 -2.3874
C 0.8263 -1.0408 -2.7348
C 2.1473 -0.6606 -2.3477
H 0.1193 -0.4103 -3.2807
C 2.7889 -1.8140 -1.7970
C 1.8596 -2.8883 -1.8130
H 2.0636 -3.9156 -1.5076
H -0.2361 -3.0205 -2.6178
H 2.6081 0.3129 -2.5284
H 3.8413 -1.8804 -1.5081
Cd 0.7208 -0.7442 0.2900
C -1.4258 3.6702 2.0608
H -0.3644 3.4675 2.2283
H -1.5591 4.5426 1.4125
H -1.9906 2.8185 1.6368
Si -0.8426 1.2841 0.4854
C -2.5006 0.5466 0.1120
C -2.7920 -0.1185 -1.1018
H -2.0039 -0.2781 -1.8445
C -4.0952 -0.5451 -1.3678
H -4.3227 -1.0311 -2.3218
C -5.1034 -0.3621 -0.4144
H -6.1277 -0.6806 -0.6344
C -4.8017 0.2278 0.8186
H -5.5809 0.3407 1.5772
C -3.5039 0.6577 1.0920
H -3.2545 1.0947 2.0614
C -0.2555 2.4673 -0.7952
C -1.1672 3.0308 -1.7037
H -2.2333 2.8002 -1.6008
C -0.7129 3.8330 -2.7527
H -1.4410 4.2576 -3.4494
C 0.6554 4.0600 -2.9232
H 0.9997 4.6640 -3.7659
C 1.5703 3.5177 -2.0147
H 2.6373 3.7079 -2.1460
C 1.1274 2.7113 -0.9656
H 1.8572 2.2459 -0.2974
H -0.4568 1.4755 1.9183
H -1.8959 3.8330 3.0442
N 4.1359 0.5024 0.6350
C 3.7377 -0.4022 1.5450
N 2.5947 -1.0616 1.5245
C 2.5022 -1.9987 2.5550
C 3.5763 -1.9529 3.4208
S 4.7467 -0.7636 2.9295
C 1.3653 -2.8681 2.5227
C 1.0174 -3.9403 3.3216
S -0.4279 -4.7207 2.7486
C -0.4872 -3.5645 1.4370
N 0.4626 -2.6527 1.4816
N -1.4498 -3.6143 0.4998
H 5.0568 0.8917 0.7707
H 3.6653 0.5673 -0.2651
H 3.6555 -2.5781 4.3021
H 1.5818 -4.2377 4.1984
H -2.1029 -4.3851 0.5502
H -1.4287 -2.9847 -0.2931
```

## Properties
* gap between HOMO and LUMO: 6.23 eV
* LUMO level: 0.074 eV
* 2S+1: 1
* largest force on an atom: 3.61 eV/Å
* charge: 0

- Which value of charge does entry 6 give?
  -1

- Which of these has the highest charge?
  C24H25N6P2ReS2